This record from the Open Molecules 2025 dataset describes C46H50BrIrN8O5S as an isolated structure in a non-equilibrium geometry. The level of theory is ωB97M-V/def2-TZVPD.

Output
largest force on an atom	1.08	eV Å⁻¹
⟨S²⟩	0.777
multiplicity	2
total charge	+1
highest occupied orbital energy (alpha / beta)	-10.38 / -10.37	eV
Kohn-Sham gap (alpha / beta)	7.3746 / 5.4958	eV

```
112
C46H50BrIrN8O5S (ωB97M-V/def2-TZVPD)
Ir -0.5137 0.8432 0.4783
C 2.5661 1.4126 3.5005
C 2.8630 2.7723 3.4721
C 2.1123 3.5857 2.6625
C 1.0743 3.0633 1.8738
N 0.7812 1.7430 1.9314
C 1.5277 0.9584 2.7290
N 0.4460 4.0100 1.0814
C -0.6583 3.7878 0.4656
N -1.3568 2.6195 0.4110
C -2.6354 2.8399 -0.0370
N -3.6347 2.0449 0.0394
C -3.5677 0.8105 0.6728
C -4.8102 0.1764 0.8211
C -4.9012 -1.0758 1.3772
C -3.7321 -1.6997 1.8048
C -2.5501 -1.0173 1.6673
N -2.4484 0.2074 1.1247
C -2.6995 4.2432 -0.5050
C -3.7200 4.9671 -1.0849
C -3.4622 6.3027 -1.3804
C -2.2354 6.8876 -1.0742
C -1.2215 6.1581 -0.4602
C -1.4749 4.8280 -0.1979
H 3.1274 0.7156 4.1053
H 3.6668 3.1804 4.0699
H 2.2897 4.6478 2.5864
H 1.2528 -0.0834 2.7486
H -5.6755 0.7125 0.4616
H -5.8607 -1.5668 1.4712
H -3.7274 -2.6947 2.2268
H -1.6281 -1.4608 2.0109
H -4.6748 4.5087 -1.3026
H -4.2294 6.9026 -1.8512
H -2.0738 7.9301 -1.3133
H -0.2723 6.6067 -0.2007
C 5.6107 -1.4957 -4.0137
C 4.6700 -2.1410 -2.9955
C 5.5140 -2.8453 -1.9191
C 3.7890 -3.1745 -3.7225
C 3.7648 -1.1335 -2.3201
C 2.8212 -1.6138 -1.3678
C 1.9783 -0.7357 -0.7881
Br 0.6745 -1.3786 0.4238
C 1.9514 0.6787 -1.1079
O 1.0667 1.4575 -0.6467
C 2.9435 1.1678 -2.0598
C 3.8021 0.2398 -2.6048
C 2.9774 2.6358 -2.4417
C 3.2734 3.4828 -1.1908
C 1.6318 3.0568 -3.0616
C 4.0747 2.9256 -3.4692
H 6.2106 -2.2732 -4.4864
H 6.2972 -0.7891 -3.5438
H 5.0618 -0.9796 -4.8029
H 6.1680 -3.5773 -2.3939
H 4.8928 -3.3757 -1.1968
H 6.1359 -2.1309 -1.3772
H 4.4270 -3.9200 -4.1983
H 3.1898 -2.6948 -4.4986
H 3.1095 -3.6963 -3.0470
H 2.7482 -2.6692 -1.1408
H 4.5274 0.5810 -3.3237
H 2.4813 3.4032 -0.4506
H 3.3511 4.5318 -1.4805
H 4.2192 3.1851 -0.7330
H 0.8028 2.9357 -2.3685
H 1.4137 2.4657 -3.9520
H 1.6945 4.1072 -3.3505
H 5.0707 2.6988 -3.0839
H 4.0499 3.9884 -3.7088
H 3.9222 2.3768 -4.4001
C -3.7329 -5.5473 3.1723
C -2.9678 -5.2813 1.9056
C -3.5688 -5.4727 0.6631
C -2.8757 -5.2308 -0.5118
C -1.5660 -4.7756 -0.4454
C -0.9409 -4.5942 0.7791
C -1.6441 -4.8476 1.9459
S -0.6852 -4.4520 -1.9399
O 0.7305 -4.5716 -1.7014
O -1.3148 -5.2153 -2.9770
N -0.9375 -2.8485 -2.1404
C -2.2825 -2.3464 -2.4533
C -2.1349 -0.9846 -3.1213
C -1.1155 -0.1804 -2.3346
O 0.0125 -0.0117 -2.7861
O -1.5604 0.1966 -1.1716
H -4.3234 -6.4590 3.0886
H -4.4274 -4.7318 3.3879
H -3.0642 -5.6498 4.0255
H -4.5873 -5.8382 0.6143
H -3.3316 -5.4106 -1.4758
H 0.1032 -4.3143 0.8080
H -1.1493 -4.7393 2.9039
H -0.1945 -2.4522 -2.7106
H -2.8365 -2.2425 -1.5176
H -2.8211 -3.0360 -3.1073
H -3.0970 -0.4725 -3.1268
H -1.7767 -1.0948 -4.1434
C -1.6263 -0.0231 7.2864
N -1.6501 0.4622 5.9199
C -2.2310 1.6213 5.4756
C -1.9610 1.6840 4.1399
N -1.2265 0.5946 3.7487
C -1.0595 -0.1101 4.8437
H -2.6290 0.0019 7.7078
H -0.9622 0.5835 7.9003
H -1.2721 -1.0512 7.2898
H -2.7735 2.2772 6.1336
H -2.2555 2.4464 3.4358
H -0.5232 -1.0438 4.9252
```